[1]
Here is 7 unconnected molecules or ions with the total composition C30H81BF4N5O11 in a non-equilibrium geometry from the OMol25 dataset. Energies are from ωB97M-V/def2-TZVPD.

The geometry in XYZ format:
```
132
Properties=species:S:1:pos:R:3:mulliken_charge:R:1
O 0.4345 -0.7264 -0.3934 1.59
H 1.1832 -0.3883 0.1356 -1.48
C 3.7172 -0.0642 -6.0236 -0.91
O 3.0865 -0.6729 -4.8814 -0.16
C 3.8345 -0.3218 -3.7198 -0.93
C 2.9463 -0.4627 -2.4841 0.23
N 1.5635 0.3103 -2.6767 1.62
H 0.9841 0.0079 -3.4468 0.06
H 0.9962 0.0019 -1.9001 -0.94
C 1.5561 1.8617 -2.7182 -0.13
C 0.5362 2.3335 -3.7106 -0.93
O -0.6188 1.5396 -3.8061 0.10
C -1.5761 1.7693 -4.7940 -1.06
H 3.0324 -0.1701 -6.8650 0.27
H 4.6743 -0.5071 -6.2990 0.33
H 3.8928 1.0064 -5.9188 0.35
H 4.0827 0.7371 -3.6483 0.42
H 4.7517 -0.8861 -3.5510 0.54
H 3.2902 -0.0300 -1.5446 0.06
H 2.7599 -1.5124 -2.2574 -0.16
H 2.5145 2.2913 -3.0095 0.50
H 1.3542 2.0294 -1.6602 -0.20
H 0.9216 2.4340 -4.7252 0.63
H 0.2677 3.3524 -3.4315 0.45
H -2.1434 2.6840 -4.6221 0.27
H -2.2033 0.8780 -4.8047 0.28
H -1.0983 1.9143 -5.7630 0.42
C 1.3754 -1.9459 2.6009 -0.95
O 0.5492 -3.0355 2.9559 -0.20
C 1.2339 -4.0176 3.7599 -0.67
C 0.3070 -5.2339 3.8918 -0.69
N -1.1322 -4.7669 4.1985 0.19
H -1.1993 -4.3459 5.1141 0.46
H -1.2924 -4.0653 3.4899 -0.23
C -2.1950 -5.8971 4.1406 -0.57
C -3.5307 -5.3628 4.7408 -0.69
O -3.8726 -4.1323 4.1740 -0.25
C -5.2701 -3.9417 3.9703 -0.99
H 2.3744 -2.2423 2.2811 0.38
H 1.5543 -1.2678 3.4354 0.60
H 0.9892 -1.3576 1.7686 -0.20
H 1.6379 -3.7036 4.7223 0.54
H 2.1764 -4.3337 3.3129 0.40
H 0.6026 -5.7986 4.7760 0.50
H 0.3026 -5.8409 2.9864 0.33
H -1.9237 -6.7238 4.7972 0.44
H -2.2662 -6.3247 3.1405 0.38
H -3.5808 -5.2864 5.8270 0.42
H -4.2574 -6.1483 4.5333 0.47
H -5.5324 -4.6356 3.1716 0.42
H -5.5690 -2.9528 3.6227 0.26
H -5.8947 -4.1898 4.8284 0.39
C -2.5183 -1.3513 3.9467 -0.36
O -2.5437 -0.7263 2.6854 -0.26
C -2.6395 -1.5755 1.5624 0.76
C -3.0420 -0.7548 0.3556 -0.96
N -1.9843 0.3519 0.0926 1.62
H -1.7354 0.9022 0.9021 0.40
H -1.1177 -0.0987 -0.1645 -1.37
C -2.3363 1.3331 -1.0227 0.10
C -3.4812 2.3095 -0.6055 -1.25
O -3.1403 2.8735 0.6200 -0.01
C -4.0587 3.8287 1.1253 -1.06
H -2.0651 -0.7533 4.7374 0.34
H -2.0891 -2.3521 3.8984 -0.13
H -3.5728 -1.3822 4.2205 0.29
H -3.4249 -2.2939 1.7974 0.51
H -1.7084 -2.1025 1.3541 -0.74
H -3.9410 -0.1933 0.6099 0.52
H -3.0917 -1.4257 -0.5020 0.35
H -2.5515 0.7387 -1.9106 0.22
H -1.4277 1.9147 -1.1785 -0.03
H -4.4513 1.8140 -0.5654 0.47
H -3.4566 3.1145 -1.3400 0.56
H -3.7950 4.2098 2.1118 0.30
H -5.0514 3.3797 1.1552 0.36
H -4.1292 4.7209 0.5031 0.41
C -0.1374 -1.8731 -5.1888 -0.67
O -0.0621 -2.4638 -3.8871 -0.35
C -1.1717 -2.3923 -3.0289 -0.07
C -0.9081 -3.4033 -1.8143 -0.71
N 0.5068 -3.2691 -1.2806 0.73
H 1.2132 -3.3301 -1.9999 0.67
H 0.5732 -2.3135 -0.9604 -1.38
C 0.8421 -4.1392 -0.1421 0.32
C 2.3829 -4.1861 -0.0794 -0.66
O 2.9935 -4.4300 -1.3544 -0.47
C 4.4154 -4.4424 -1.2108 -0.65
H -0.7954 -2.3245 -5.9313 0.41
H 0.8287 -2.1456 -5.6135 0.27
H -0.1898 -0.7848 -5.2224 0.01
H -2.1168 -2.7238 -3.4590 0.64
H -1.3352 -1.3934 -2.6243 -0.25
H -0.9472 -4.4254 -2.1911 0.56
H -1.6846 -3.2302 -1.0692 0.24
H 0.3732 -5.1078 -0.3155 0.51
H 0.2918 -3.6782 0.6782 -0.57
H 2.5562 -5.0048 0.6190 0.76
H 2.7841 -3.3279 0.4597 0.15
H 4.8993 -4.7254 -2.1456 0.29
H 4.7132 -5.2138 -0.5006 0.33
H 4.7665 -3.4308 -1.0074 0.24
C 0.8762 2.0951 1.4550 -0.43
O 0.1901 3.2214 0.9009 0.02
C -0.4000 4.0741 1.8709 -0.69
C -0.8584 5.3928 1.2248 -0.71
N 0.1906 6.3333 0.6433 0.00
H 1.0910 6.2594 1.0949 0.44
H 0.3494 6.2056 -0.3459 0.39
C -0.1765 7.7973 0.8515 -0.62
C 0.8579 8.7291 0.2930 -0.66
O 2.1536 8.2126 0.4350 -0.32
C 3.1135 9.0845 -0.2147 -0.80
H 1.6769 2.3062 2.1638 0.51
H 1.2565 1.5560 0.5872 -0.49
H 0.2538 1.3947 2.0119 0.25
H 0.3391 4.2599 2.6502 0.52
H -1.1752 3.3960 2.2277 0.28
H -1.3397 5.9338 2.0395 0.34
H -1.5384 5.1952 0.3962 0.31
H -0.2118 7.9447 1.9309 0.49
H -1.0678 8.1032 0.3038 0.29
H 0.7175 9.7155 0.7349 0.42
H 0.8047 8.8172 -0.7921 0.41
H 4.0460 8.6266 0.1152 0.27
H 3.0915 10.1093 0.1560 0.34
H 3.1228 9.1505 -1.3027 0.34
B 4.1400 0.2663 1.1037 -0.33
F 3.7361 0.2716 2.4372 -0.40
F 3.7408 -0.8578 0.5056 0.19
F 3.7505 1.4447 0.5122 -0.33
F 5.5039 0.3809 1.1705 -0.35
```

The gap between HOMO and LUMO is 9.607 eV. The charge is +3. The value obtained for the LUMO energy is -6.1 eV. Its total energy is -73918.6865 eV.


[2]
Here is a molecular structure, C6H10CuO5 in a non-equilibrium geometry from the OMol25 dataset. Energies are from ωB97M-V/def2-TZVPD.

The geometry in XYZ format:
```
22
Properties=species:S:1:pos:R:3:mulliken_charge:R:1
O -3.0464 2.5161 -0.3138 -0.40
C -2.1522 1.7191 -0.3640 0.38
C -2.3586 0.2290 -0.1299 -0.29
O -1.1814 -0.5231 -0.1477 -0.31
C -0.4950 -0.5746 1.0798 -0.55
C 0.7715 -1.3812 0.9426 -0.51
O 1.6592 -0.8489 -0.0586 -0.03
C 1.6819 -1.5813 -1.2950 -0.66
H -2.9136 0.1065 0.8172 0.34
H -2.9964 -0.1404 -0.9477 0.35
H -1.1266 -1.0499 1.8507 0.41
H -0.2393 0.4370 1.4474 0.39
H 1.3177 -1.3651 1.8939 0.41
H 0.5452 -2.4219 0.6804 0.33
H 2.3703 -1.0646 -1.9728 0.23
H 2.0537 -2.5953 -1.1050 0.29
H 0.6737 -1.6018 -1.7235 0.31
O 1.3433 2.3242 0.9604 -0.43
C 0.9501 2.5817 -0.2026 0.69
O 1.6377 2.2082 -1.1801 -0.43
Cu 2.3446 0.8486 0.0892 0.40
H -0.8395 2.1777 -0.3208 0.09
```

The gap between HOMO and LUMO (alpha / beta) is 8.247 / 5.688 eV. The charge is +1. The spin multiplicity is 3. Its expectation value of S² is 2.02. The value obtained for the LUMO energy (alpha / beta) is -4.5 / -7.7 eV. Its total energy is -61248.5721 eV.


[3]
Here is 2 unconnected molecules or ions with the total composition C7H15N4 in a non-equilibrium geometry from the OMol25 dataset. Energies are from ωB97M-V/def2-TZVPD.

The geometry in XYZ format:
```
26
Properties=species:S:1:pos:R:3:mulliken_charge:R:1
C 0.2247 1.2831 3.4333 -0.04
C 0.3024 -0.0310 1.6385 -0.52
C 0.6604 -1.3943 -1.2620 -1.25
C -0.1101 1.0728 -1.4968 -1.22
C 2.6418 -0.4772 1.8368 -0.68
C -2.7996 0.1649 -0.8095 -0.85
C -0.4165 -0.4052 -1.0959 0.89
N -0.5372 0.7779 2.3882 0.04
N 1.4115 0.8890 3.2520 -1.00
N 1.4841 0.1077 2.2001 0.95
N -1.5765 -0.8221 -0.8330 -0.07
H -0.2633 1.8171 4.2216 0.40
H 1.6002 -1.1928 -0.7407 0.09
H 0.3040 -2.3666 -0.8627 0.40
H 0.7371 -1.5987 -2.3353 0.41
H 0.7075 1.4470 -0.9396 0.32
H 0.2264 1.0061 -2.4938 0.42
H -0.9753 1.5993 -1.2866 0.45
H 3.2982 0.3099 1.5911 0.35
H 3.1591 -0.9910 2.5915 0.34
H 2.5350 -1.1526 0.9442 0.21
H -3.1922 0.4668 -1.6860 0.31
H -3.4992 -0.3686 -0.2736 0.34
H -2.2817 0.9909 -0.2494 0.32
H -1.4309 1.0398 2.2109 0.10
H -1.6992 -1.7977 -0.5474 0.31
```

The gap between HOMO and LUMO is 9.256 eV. The charge is +1. The value obtained for the LUMO energy is -3.2 eV. Its total energy is -13453.4330 eV.


[4]
Here is a molecular structure, C42H37BiBr2N3SSe from the OMol25 dataset. Energies are from ωB97M-V/def2-TZVPD.

The geometry in XYZ format:
```
87
Properties=species:S:1:pos:R:3:mulliken_charge:R:1
Bi -0.2251 -0.2980 0.3920 1.21
S -4.9755 -0.3580 1.6943 -0.46
C -4.1707 0.1683 3.1350 0.92
C -4.7137 0.5751 4.3501 -0.69
C -3.8465 0.9745 5.3494 -0.45
C -2.4616 0.9708 5.1421 -0.71
C -1.9256 0.5609 3.9376 -0.14
C -2.7913 0.1532 2.9262 -0.84
N -2.4109 -0.2916 1.6664 0.56
C -3.4275 -0.5691 0.9148 0.77
C -3.2818 -0.9637 -0.4875 0.87
C -4.4148 -1.3399 -1.2149 -0.94
C -4.3003 -1.6746 -2.5469 -0.75
C -3.0446 -1.6076 -3.1450 -0.92
C -1.9326 -1.2251 -2.4142 -0.05
C -1.9971 -0.9100 -1.0543 -0.14
H -5.7843 0.5825 4.5079 0.39
H -4.2445 1.2983 6.3023 0.37
H -1.8030 1.2988 5.9355 0.40
H -0.8565 0.5605 3.7584 0.16
H -5.3903 -1.3610 -0.7385 0.36
H -5.1718 -1.9675 -3.1177 0.38
H -2.9362 -1.8479 -4.1969 0.39
H -0.9943 -1.1553 -2.9517 0.25
Br 5.2050 -0.5137 -4.3362 -0.20
C 3.8562 -0.4614 -3.0160 -0.15
C 2.6891 -1.1702 -3.1886 -1.00
C 1.7536 -1.0943 -2.1734 -0.48
N 1.9149 -0.3830 -1.0560 0.24
C 3.0503 0.3022 -0.9050 0.53
C 4.0500 0.2785 -1.8663 -0.76
C 3.2115 1.1183 0.3390 0.70
C 4.1965 2.0948 0.4552 -1.12
C 4.2669 2.8032 1.6355 -0.01
Br 5.5920 4.1344 1.8460 -0.19
C 3.3781 2.5505 2.6639 -0.87
C 2.4406 1.5587 2.4431 -0.15
N 2.3590 0.8581 1.3168 0.33
H 2.5025 -1.7616 -4.0728 0.47
H 0.8368 -1.6665 -2.2358 0.58
H 4.9778 0.8101 -1.7239 0.46
H 4.8740 2.3289 -0.3510 0.39
H 3.4070 3.1054 3.5901 0.45
H 1.7186 1.3117 3.2160 0.28
C -1.2502 -3.3748 2.3969 -2.17
C 0.2271 -3.1432 2.0529 3.46
C 0.8538 -2.4484 3.2935 -1.30
C 0.3759 -2.3667 0.7471 -1.36
C 0.9554 -4.4711 1.8355 -0.51
C 2.3459 -4.4778 1.6830 -0.06
C 3.0457 -5.6505 1.4470 -0.95
C 2.3731 -6.8654 1.3598 -0.39
C 0.9963 -6.8794 1.5168 -0.77
C 0.3000 -5.6975 1.7530 -0.28
H -1.7172 -2.4150 2.6247 0.20
H -1.3764 -4.0188 3.2754 0.56
H -1.7804 -3.8086 1.5473 0.44
H 0.2810 -1.5391 3.5105 0.10
H 1.8833 -2.1483 3.0921 0.17
H 0.8393 -3.0871 4.1875 0.43
H 1.3613 -2.4724 0.2924 0.20
H 2.8859 -3.5401 1.7388 0.24
H 4.1225 -5.6169 1.3249 0.35
H 2.9164 -7.7841 1.1739 0.36
H 0.4525 -7.8152 1.4507 0.36
H -0.7745 -5.7416 1.8651 0.34
C -1.2289 8.3506 -3.5760 -1.46
C -0.9503 6.9748 -3.0224 0.77
C -0.0386 6.7749 -1.9951 -1.04
C 0.2525 5.5067 -1.4973 0.74
C 1.2425 5.3805 -0.3723 -1.46
C -0.3769 4.3671 -2.0409 0.06
Se 0.0786 2.6207 -1.4020 -0.23
C -1.3348 4.5682 -3.0569 1.00
C -2.1156 3.4285 -3.6653 -1.47
C -1.5934 5.8534 -3.5269 -0.79
H -0.6427 9.1079 -3.0526 0.33
H -2.2843 8.6195 -3.4790 0.32
H -0.9767 8.4111 -4.6381 0.31
H 0.4696 7.6352 -1.5650 0.17
H 1.6421 6.3609 -0.1007 0.35
H 2.0633 4.7138 -0.6467 0.22
H 0.7733 4.9256 0.5038 0.27
H -1.9138 2.4963 -3.1421 0.08
H -1.8506 3.2909 -4.7182 0.29
H -3.1880 3.6374 -3.6199 0.36
H -2.3305 5.9781 -4.3187 0.35
```

The gap between HOMO and LUMO is 4.686 eV. The charge is -1. The value obtained for the LUMO energy is 1.9 eV. Its total energy is -270730.8708 eV.


> Which of these has the lowest total energy?

C42H37BiBr2N3SSe


> Which of these has the lowest charge?

C42H37BiBr2N3SSe